Entry 1:
148
Properties=species:S:1:pos:R:3:mulliken_charge:R:1 method="wB97M-V/def2-TZVPD" energy_ev=-124426.3016 charge=-1 e_above_lowest_kcal_mol=81.2 e_lumo_ha=0.0760 homo_energy_ev=-3.790
Sr -0.48 -1.04 -1.27 2.561
C -1.26 2.40 2.43 -1.808
Si -0.31 0.87 1.60 1.024
C 1.42 1.51 2.34 -0.551
C 1.53 1.64 3.73 0.149
C 2.71 2.01 4.36 -0.888
C 3.84 2.27 3.59 -1.144
C 3.75 2.17 2.21 -0.942
C 2.56 1.80 1.57 1.053
P 2.54 1.70 -0.28 0.492
C 3.42 3.31 -0.61 0.245
C 3.94 3.39 -2.06 -0.386
C 3.95 4.84 -2.57 -0.694
C 4.19 5.82 -1.42 -0.840
C 2.99 5.80 -0.47 -0.967
C 2.36 4.40 -0.38 -0.501
C 3.77 0.33 -0.57 2.241
C 5.25 0.58 -0.24 -0.414
C 6.18 -0.28 -1.11 -1.261
C 5.58 -1.67 -1.32 -0.454
C 4.28 -1.58 -2.15 -0.121
C 3.62 -0.20 -2.01 -0.965
C -0.71 -0.53 2.94 0.511
C -1.83 -0.36 3.77 -0.359
C -2.35 -1.37 4.56 -0.859
C -1.78 -2.63 4.52 -1.107
C -0.67 -2.84 3.71 -0.272
C -0.11 -1.81 2.94 -0.291
P 1.38 -2.15 1.90 0.592
C 1.49 -4.02 1.86 0.048
C 2.02 -4.78 3.08 -0.718
C 1.78 -6.29 2.90 -1.405
C 2.49 -6.80 1.65 -0.751
C 2.09 -5.99 0.42 -0.914
C 2.32 -4.49 0.66 -0.169
C 2.72 -1.51 3.06 1.578
C 4.13 -1.62 2.45 0.844
C 5.08 -2.60 3.13 -1.289
C 5.07 -2.39 4.64 -1.053
C 3.68 -2.71 5.17 -0.694
C 2.63 -1.77 4.58 -0.881
H -1.19 2.41 3.52 0.600
H -2.32 2.41 2.15 0.447
H -0.82 3.33 2.07 0.255
H 0.66 1.40 4.34 0.153
H 2.76 2.09 5.44 0.393
H 4.77 2.55 4.05 0.381
H 4.63 2.38 1.63 0.331
H 4.24 3.47 0.09 0.531
H 3.29 2.79 -2.69 -0.222
H 4.95 2.97 -2.11 0.242
H 2.99 5.08 -3.04 0.152
H 4.72 4.96 -3.34 0.545
H 4.36 6.83 -1.81 0.493
H 5.10 5.52 -0.89 0.281
H 2.24 6.52 -0.82 0.456
H 3.31 6.13 0.52 0.360
H 1.58 4.28 -1.15 -0.232
H 1.88 4.26 0.59 0.220
H 3.35 -0.45 0.07 -1.004
H 5.43 0.34 0.81 0.059
H 5.50 1.63 -0.39 0.207
H 7.16 -0.36 -0.64 0.572
H 6.33 0.19 -2.09 0.345
H 5.37 -2.10 -0.33 -0.161
H 6.30 -2.32 -1.81 0.592
H 3.58 -2.34 -1.82 -0.506
H 4.49 -1.78 -3.20 0.632
H 2.55 -0.27 -2.23 -0.243
H 4.07 0.51 -2.72 0.470
H -2.31 0.61 3.79 0.278
H -3.22 -1.19 5.18 0.370
H -2.19 -3.45 5.10 0.413
H -0.25 -3.84 3.69 0.333
H 0.45 -4.33 1.69 1.277
H 1.57 -4.45 4.02 0.718
H 3.09 -4.61 3.17 -0.172
H 0.71 -6.47 2.81 0.372
H 2.14 -6.84 3.78 0.420
H 2.27 -7.86 1.49 0.475
H 3.58 -6.71 1.79 0.283
H 1.03 -6.15 0.20 0.341
H 2.66 -6.31 -0.46 0.359
H 2.06 -3.93 -0.23 -0.697
H 3.38 -4.31 0.84 0.283
H 2.44 -0.46 2.94 -1.109
H 4.60 -0.63 2.49 0.198
H 4.04 -1.89 1.39 -0.824
H 6.09 -2.46 2.73 0.424
H 4.79 -3.64 2.92 0.372
H 5.32 -1.35 4.86 0.354
H 5.82 -3.03 5.12 0.525
H 3.66 -2.61 6.26 0.507
H 3.45 -3.75 4.94 0.142
H 2.76 -0.79 5.07 0.375
H 1.63 -2.12 4.84 0.123
N -3.86 -2.10 -1.48 -0.352
C -2.59 -2.08 -1.03 0.946
O -2.26 -1.54 0.01 -0.693
C -1.65 -2.75 -1.92 -2.070
C -0.40 -3.26 -1.23 -0.448
H -4.53 -1.51 -1.01 0.322
H -4.03 -2.32 -2.45 0.205
H -1.39 -1.92 -2.59 0.554
H -2.15 -3.53 -2.47 0.443
H -0.35 -4.33 -1.42 0.468
H -0.60 -3.20 -0.14 0.552
F 1.90 -3.14 -3.91 -0.485
Te 0.05 -2.43 -3.82 2.120
F 0.32 -2.60 -5.73 -0.383
F -1.90 -2.43 -4.53 -0.577
F -0.77 -0.09 -3.02 -0.999
F -0.35 -4.28 -3.78 -0.407
O 0.74 -2.59 -1.60 -0.852
C -4.91 0.27 -4.72 -0.518
C -3.79 0.77 -5.37 -0.593
C -2.84 1.50 -4.68 -0.423
C -2.98 1.73 -3.31 -0.018
C -4.10 1.20 -2.65 -0.431
C -5.06 0.49 -3.35 -0.922
P -1.69 2.50 -2.26 1.693
C -0.73 3.36 -3.56 0.146
C -1.11 4.55 -4.17 -0.401
C -0.38 5.06 -5.23 -0.820
C 0.74 4.38 -5.70 -0.706
C 1.13 3.19 -5.09 -0.723
C 0.41 2.69 -4.02 0.383
C -2.64 3.90 -1.54 -0.323
C -3.86 4.39 -1.99 -0.151
C -4.50 5.42 -1.30 -0.750
C -3.92 5.97 -0.17 -0.574
C -2.70 5.49 0.28 -0.648
C -2.07 4.46 -0.39 -0.143
H -5.64 -0.31 -5.26 0.354
H -3.65 0.56 -6.42 0.386
H -1.96 1.86 -5.19 0.310
H -4.18 1.35 -1.58 0.595
H -5.93 0.09 -2.84 0.467
H -1.99 5.08 -3.83 0.375
H -0.68 5.99 -5.71 0.386
H 1.30 4.77 -6.53 0.334
H 2.00 2.66 -5.46 0.436
H 0.68 1.78 -3.51 0.001
H -4.33 3.96 -2.87 0.440
H -5.45 5.79 -1.66 0.416
H -4.42 6.76 0.37 0.368
H -2.25 5.90 1.18 0.425
H -1.13 4.03 -0.04 0.160



Entry 2:
199
Properties=species:S:1:pos:R:3:mulliken_charge:R:1 method="wB97M-V/def2-TZVPD" energy_ev=-454054.9376 charge=+1 e_lumo_ha=-0.2074 homo_energy_ev=-10.859
C -0.74 -2.69 -0.52 -1.397
C -0.90 -1.15 -0.47 3.114
C -1.55 -0.75 0.85 -1.857
C -1.36 0.74 1.23 0.090
C 0.14 1.16 1.28 -0.829
C 1.03 0.73 0.04 2.364
N 0.48 -0.56 -0.60 1.373
O 1.24 -1.08 -1.64 -0.201
C 2.51 0.54 0.55 -0.245
C 1.05 1.83 -1.02 -1.502
C -1.65 -0.47 -1.67 -1.050
H -1.29 -3.24 0.25 0.079
H 0.30 -3.02 -0.49 0.227
H -0.94 -3.17 -1.48 -0.048
H -1.00 -1.35 1.58 0.065
H -2.57 -1.11 0.74 0.408
H -1.70 0.89 2.25 -0.330
H -2.01 1.42 0.67 0.129
H 0.50 0.56 2.12 -0.054
H 0.18 2.23 1.48 0.461
H 2.67 -0.28 1.25 -0.230
H 2.86 1.45 1.03 -0.318
H 3.19 0.39 -0.28 -0.059
H 1.36 2.79 -0.61 0.196
H 0.09 2.08 -1.48 0.426
H 1.72 1.58 -1.84 -0.068
H -1.95 0.54 -1.40 -0.133
H -2.63 -0.95 -1.76 -0.207
H -1.01 -0.56 -2.55 0.265
C 2.48 4.15 3.17 -0.523
C 3.51 5.07 3.31 -0.237
C 4.23 5.26 4.60 0.705
O 5.00 6.23 4.74 -0.650
C 3.93 4.16 5.53 -0.736
C 2.96 3.28 5.35 -0.225
C 2.09 3.14 4.12 1.049
O 1.20 2.36 3.82 -0.048
O 2.83 2.28 6.25 -0.585
O 3.88 5.90 2.32 -0.481
H 2.07 4.12 2.17 0.779
H 4.61 4.01 6.35 0.488
H 2.23 1.60 5.93 0.120
H 4.61 6.45 2.65 0.333
C 6.40 5.26 -3.57 -1.056
C 6.55 6.31 -2.70 0.355
C 5.84 6.35 -1.35 0.797
O 6.03 7.10 -0.43 -0.603
C 4.86 5.21 -1.19 0.065
C 4.80 4.16 -2.02 -0.724
C 5.55 4.09 -3.31 0.806
O 5.43 3.19 -4.17 -0.657
O 4.01 3.07 -1.75 0.687
O 7.33 7.40 -2.96 -0.543
H 6.98 5.31 -4.48 0.481
H 4.26 5.25 -0.30 0.591
H 4.25 2.33 -2.31 -0.477
H 7.56 7.86 -2.15 0.352
C -8.95 -5.68 -2.38 -0.818
C -7.91 -4.79 -2.45 0.613
C -7.38 -4.28 -3.74 0.723
O -6.47 -3.49 -3.92 -0.340
C -8.03 -4.93 -4.92 -0.978
C -9.07 -5.82 -4.80 0.432
C -9.66 -6.33 -3.52 0.474
O -10.55 -7.20 -3.43 -0.597
O -9.74 -6.30 -5.93 -0.545
O -7.47 -4.15 -1.34 -0.338
H -9.31 -5.90 -1.39 0.471
H -7.70 -4.55 -5.87 0.440
H -10.29 -7.01 -5.60 0.341
H -6.89 -3.44 -1.60 0.078
C -6.94 -5.47 2.26 -0.961
C -5.88 -4.75 2.77 -0.064
C -4.53 -4.75 2.22 1.315
O -3.63 -4.17 2.82 -0.685
C -4.39 -5.68 1.13 -0.695
C -5.40 -6.48 0.61 0.221
C -6.79 -6.46 1.22 0.672
O -7.78 -7.04 0.83 -0.612
O -5.15 -7.28 -0.40 -0.571
O -5.94 -3.92 3.85 -0.617
H -7.93 -5.40 2.68 0.486
H -3.43 -5.80 0.65 0.742
H -5.87 -7.89 -0.54 0.352
H -5.08 -3.50 3.95 0.330
C -2.79 2.65 4.41 -0.887
C -2.92 2.23 5.66 0.088
C -2.05 2.65 6.77 0.612
O -2.15 2.31 7.91 -0.615
C -1.07 3.67 6.36 -0.579
C -0.98 4.19 5.13 0.250
C -1.83 3.66 4.04 1.144
O -1.73 3.97 2.83 -0.254
O -0.25 5.31 4.77 -0.584
O -3.92 1.41 6.04 -0.555
H -3.56 2.38 3.71 0.314
H -0.44 4.06 7.14 0.537
H -0.38 5.45 3.83 -0.015
H -3.87 1.21 6.98 0.352
C 2.84 6.68 -3.72 -0.680
C 2.01 6.48 -2.70 0.047
C 1.18 5.24 -2.48 0.741
O 0.53 5.09 -1.44 -0.092
C 1.30 4.34 -3.58 -0.224
C 2.03 4.59 -4.70 0.381
C 2.94 5.79 -4.82 0.597
O 3.80 5.91 -5.70 -0.634
O 2.05 3.75 -5.72 -0.461
O 1.81 7.39 -1.70 -0.628
H 3.29 7.66 -3.83 0.545
H 0.80 3.40 -3.48 0.037
H 2.59 4.04 -6.46 0.323
H 1.04 7.14 -1.18 0.227
O 1.05 0.13 6.89 -0.445
H 1.70 -0.55 6.74 0.204
H 0.65 -0.09 7.73 0.241
O 3.65 -3.07 -3.43 -0.547
H 3.93 -2.39 -4.05 0.390
H 3.49 -2.60 -2.61 0.194
O 4.04 -0.99 -5.36 -0.574
H 4.22 -0.17 -5.82 0.251
H 3.73 -1.58 -6.05 0.216
O 7.04 -1.01 -2.73 -0.509
H 7.24 -0.38 -3.42 0.230
H 7.90 -1.38 -2.49 0.250
O -0.64 -5.58 -5.80 -0.580
H -0.86 -6.43 -5.43 0.310
H -1.41 -5.33 -6.30 0.277
O 4.64 0.41 -2.43 0.136
H 4.81 0.46 -3.37 0.028
H 5.40 -0.04 -2.07 -0.100
O 2.15 -6.99 -3.33 -0.591
H 1.53 -6.42 -2.88 0.287
H 2.54 -6.43 -4.00 0.310
C -1.41 -1.20 5.08 -0.469
Cl -0.26 -2.43 4.45 -0.062
Cl -2.68 -1.00 3.92 0.134
H -1.88 -1.51 6.01 0.566
H -0.89 -0.27 5.31 -0.142
C 2.89 -7.70 -0.04 -0.369
Cl 3.24 -5.98 0.20 -0.059
Cl 2.22 -8.36 1.51 -0.161
H 2.08 -7.82 -0.75 0.177
H 3.79 -8.27 -0.26 0.377
C -2.96 -3.45 -3.88 -0.283
Cl -1.30 -2.83 -4.06 -0.028
Cl -3.33 -4.07 -2.28 0.094
H -3.69 -2.67 -4.05 -0.007
H -3.06 -4.27 -4.59 0.328
C -1.02 7.45 1.97 -0.503
Cl -0.68 8.20 3.56 -0.155
Cl 0.19 6.47 1.28 0.133
H -1.94 6.88 2.10 0.189
H -1.23 8.29 1.32 0.398
C -5.34 1.55 1.11 0.049
Cl -6.30 1.71 -0.34 -0.155
Cl -5.04 -0.18 1.57 0.014
H -4.56 2.30 1.08 -0.421
H -5.97 1.93 1.92 0.456
C -5.99 -0.30 -3.18 -0.383
Cl -7.67 -0.67 -3.77 -0.181
Cl -5.40 -1.43 -1.95 0.123
H -5.38 -0.42 -4.07 0.305
H -6.06 0.69 -2.74 0.194
C 2.25 -4.12 3.07 -0.982
Cl 2.97 -3.26 4.39 -0.056
Cl 1.64 -3.03 1.87 0.497
H 3.02 -4.73 2.61 0.447
H 1.49 -4.79 3.47 0.202
C 0.28 0.88 -5.82 -0.679
Cl 1.62 0.66 -4.62 0.035
Cl -1.18 1.38 -4.98 -0.066
H 0.53 1.71 -6.48 0.254
H 0.12 0.06 -6.52 0.441
C 4.91 -0.63 4.54 -0.602
Cl 6.02 0.74 4.73 -0.122
Cl 3.37 -0.07 3.88 0.339
H 5.41 -1.35 3.88 0.121
H 4.76 -1.15 5.48 0.454
C -2.63 4.68 -1.04 0.307
Cl -3.84 4.74 0.26 -0.144
Cl -3.16 3.32 -2.06 -0.102
H -2.73 5.60 -1.62 0.470
H -1.62 4.53 -0.66 -0.511
C 5.83 2.46 0.61 1.271
Cl 6.38 3.18 2.18 -0.138
Cl 6.36 0.86 0.18 -0.044
H 4.74 2.45 0.68 -0.954
H 6.20 3.18 -0.12 -0.080
C 5.80 -3.08 0.08 -0.224
Cl 5.04 -2.68 1.64 -0.015
Cl 7.59 -2.72 0.07 -0.177
H 5.72 -4.16 -0.07 0.379
H 5.19 -2.78 -0.77 -0.036
C -0.93 -6.24 2.61 0.095
Cl -0.56 -6.01 0.88 -0.094
Cl -2.00 -7.61 2.89 -0.163
H -0.05 -6.50 3.19 0.313
H -1.34 -5.29 2.95 -0.154